Density functional theory data (the ωB97M-V functional and the def2-TZVPD basis) for C12H15Cl2NO in the gas phase.

Cartesian coordinates (Å):
H (-1.3140, -1.0766, -2.4227)
C (-4.2854, 1.5722, 0.1828)
H (-1.0859, -1.8468, -0.8402)
N (0.1620, -0.1757, -1.2792)
C (3.9627, -1.0786, 0.0401)
H (2.0599, 0.5984, 2.1842)
C (3.5380, -0.8692, 1.4915)
C (-3.1478, 2.1472, -0.3558)
H (4.3867, -0.8396, 2.1704)
H (3.5065, 1.2905, 1.4298)
H (2.8588, -1.6615, 1.8074)
C (-1.1037, -0.8774, -1.3668)
H (4.0702, -2.1307, -0.2350)
C (2.1454, 0.3808, 0.0103)
H (-3.0584, 3.2220, -0.3898)
H (-5.0862, 2.1796, 0.5730)
H (4.9122, -0.5626, -0.1632)
C (-3.3758, -0.6102, -0.2801)
Cl (-5.8196, -0.5277, 0.8805)
C (2.7973, 0.4631, 1.3965)
C (-2.2261, -0.0355, -0.8149)
Cl (-3.5595, -2.3274, -0.2347)
C (0.7078, -0.1485, 0.0640)
H (2.1321, 1.3507, -0.5017)
O (2.9433, -0.5120, -0.7632)
C (-4.3988, 0.1922, 0.2172)
H (0.7101, -1.1497, 0.5304)
H (0.0906, 0.5139, 0.6787)
C (-2.1328, 1.3504, -0.8502)
H (-1.2395, 1.7813, -1.2735)
H (0.8496, -0.6127, -1.8856)

The value obtained for the LUMO energy is 0.8 eV. Its structure (SMILES) is Clc1cccc(CNC[C@H]2CCCO2)c1Cl. The largest force on an atom is 0.67 eV Å⁻¹. The HOMO energy is -9.05 eV.


Density functional theory data (the ωB97M-V functional and the def2-TZVPD basis) for a molecular structure, C10H14O3P2 at a distorted geometry.

Cartesian coordinates (Å):
H (-1.4887, -1.8498, -0.8514)
O (2.8032, 1.6371, -0.4783)
H (-0.0784, 1.7724, -2.2403)
C (-0.4002, 1.2502, -1.4044)
C (2.3184, -1.1245, -0.6645)
C (0.1760, -1.0562, 0.2784)
H (4.4030, -0.4682, 1.4513)
C (-3.7913, 0.5326, -0.4936)
H (-0.0609, 2.5953, 0.2961)
H (3.1593, -1.5308, -1.3844)
C (1.1803, -1.7937, -0.5474)
H (0.5825, 0.4463, 1.9094)
H (-4.7263, 0.0059, -0.3159)
H (-3.5174, 0.6069, -1.5056)
C (0.7094, 0.3137, 0.8061)
C (3.4144, -0.0034, 1.8237)
O (-2.6797, -0.7502, 1.8562)
H (2.8640, -0.6516, 2.4627)
H (0.7440, -2.6349, -0.9269)
H (-0.9317, -0.3908, -2.7072)
H (3.5189, 0.7912, 2.4377)
C (-1.0814, -0.9102, -0.6272)
O (-1.5711, 1.3005, 0.7998)
H (-4.0154, 1.5434, -0.3112)
H (-0.2532, -1.6504, 1.2512)
P (-2.3820, -0.1025, 0.5472)
C (-0.8623, 0.0406, -1.7517)
C (-0.4793, 1.6590, -0.0250)
P (2.4461, 0.4218, 0.3152)

The value obtained for the LUMO energy is 0.5 eV. The largest force on an atom is 5.15 eV Å⁻¹. The HOMO energy is -9.15 eV.


Density functional theory data (the ωB97M-V functional and the def2-TZVPD basis) for C2H4O2 in the gas phase.

Cartesian coordinates (Å):
H (1.4816, 0.5615, 1.0705)
O (-1.1342, -1.2017, -0.8080)
C (-0.6281, -0.1622, -1.1383)
H (-0.1867, 0.5766, 1.7116)
C (0.4668, 0.1879, 0.9264)
H (-0.6366, 0.2480, -2.1574)
O (0.0637, 0.6730, -0.3570)
H (0.4478, -0.9031, 0.9394)

The value obtained for the LUMO energy is 0.9 eV. Its structure (SMILES) is COC=O. The largest force on an atom is 0.54 eV Å⁻¹. The HOMO energy is -10.88 eV.


Density functional theory data (the ωB97M-V functional and the def2-TZVPD basis) for a molecular structure, C18H21Co2O7Si at a distorted geometry.

Cartesian coordinates (Å):
O (-0.1139, 1.7097, -4.5864)
Co (-1.2482, 4.9113, -0.1026)
H (1.2906, 2.2877, -0.0099)
H (-0.8378, -3.5214, -1.2966)
H (0.4754, -0.5087, 1.0131)
C (3.9194, -4.0603, 0.3831)
C (-0.1876, -1.3465, 0.7853)
H (-2.4723, -4.4764, 0.2288)
H (0.2827, 4.7447, -2.2864)
C (-2.5023, -2.3705, 0.7399)
C (-1.7539, 6.4718, -0.6620)
C (0.3048, -2.4469, 0.1515)
O (0.8457, 5.0696, 1.9245)
C (-1.5748, -1.2874, 1.3057)
H (-0.0833, 1.0196, -0.1556)
C (0.0047, 5.0418, 1.1224)
O (-3.6598, 3.8471, 1.1338)
H (3.0959, -2.8935, 3.2878)
H (4.7039, -0.9731, 1.3497)
H (1.5661, -3.6155, 2.7072)
C (0.3075, 2.0135, -0.4514)
C (-2.6985, 4.2726, 0.6651)
H (-2.8252, -2.0701, -0.2657)
Co (-1.6973, 3.1282, -2.5536)
H (3.2382, -0.0892, 0.8278)
C (-1.7901, -3.7232, 0.6421)
H (-1.5645, -1.3810, 2.4031)
C (3.8568, -0.9825, 0.6409)
Si (2.9034, -2.5710, 0.8678)
H (-2.0102, -0.2993, 1.1118)
C (-0.3426, 2.8459, -1.2967)
H (1.6885, -1.8504, 2.9412)
H (4.3112, -3.9603, -0.6424)
C (-0.8300, 2.2743, -3.8732)
C (-2.5800, 4.4300, -3.4577)
H (0.0481, -4.5692, -0.1415)
C (-3.1053, 2.0577, -2.1652)
O (1.6136, -2.5341, -0.2243)
H (-1.5137, -4.0716, 1.6491)
H (4.2604, -0.9075, -0.3832)
C (-0.5390, -3.6381, -0.2343)
C (-0.4932, 4.1946, -1.7291)
H (-3.3975, -2.4723, 1.3683)
H (4.7729, -4.1588, 1.0759)
C (2.2391, -2.7462, 2.6081)
O (-3.1222, 5.3256, -3.9450)
O (-2.1346, 7.4929, -1.0699)
O (-3.9771, 1.3745, -1.8302)
H (3.3260, -4.9883, 0.4288)

The value obtained for the LUMO energy is 2.4 eV. As for the charge: -1. The largest force on an atom is 4.26 eV Å⁻¹. The HOMO energy is -3.57 eV.


Density functional theory data (the ωB97M-V functional and the def2-TZVPD basis) for a molecular structure, C28H25FMoN4O3.

Cartesian coordinates (Å):
H (1.4569, -2.0342, 0.5459)
C (-2.2156, -4.7437, -0.9754)
H (-1.5072, -5.7439, 0.7731)
C (-4.4843, -0.0580, 0.4434)
H (-4.3803, -2.0703, 1.2201)
C (0.7672, 2.8530, -0.1756)
H (1.2715, -1.4437, -1.1056)
C (-5.9788, -0.0221, 0.3302)
H (-6.4053, -0.2441, 1.3155)
H (-1.9269, -2.0631, 1.3568)
C (-0.4228, -3.9211, 0.3554)
H (-2.9213, 3.4658, -0.8886)
H (4.8772, 0.7200, 0.4950)
F (-3.1564, -5.6616, -1.2024)
H (-3.1065, 6.3980, -2.0957)
C (-2.4543, -1.1907, 0.9981)
N (1.1870, -0.1512, 4.8990)
H (0.2404, -4.0248, 1.2069)
C (-2.0898, -3.6846, -1.8583)
C (-1.1173, -2.7316, -1.6127)
H (6.6883, 0.4025, 2.1593)
C (2.9916, 0.0305, 3.2247)
C (3.3231, 0.3378, 1.8994)
H (3.7972, -0.4239, 5.1793)
C (-0.6114, -0.1878, 3.6734)
C (-2.3370, 0.9692, 0.1991)
H (-0.7331, -0.2968, 5.8747)
C (0.3874, 4.0621, -0.7032)
C (1.5999, -0.0674, 3.6281)
C (-1.8766, 3.2902, -0.6824)
N (0.5048, -0.0912, 2.8375)
H (-2.7380, -3.6290, -2.7223)
O (-2.8037, 5.5752, -1.6971)
H (1.1388, 4.8136, -0.9066)
C (-0.2853, -2.8287, -0.4976)
C (4.6555, 0.4787, 1.5261)
H (-1.0819, 6.4042, -0.8697)
C (0.6968, -1.7548, -0.2158)
O (-6.3618, 1.2474, -0.1366)
C (-3.8288, -1.1894, 0.9177)
C (-1.4420, 2.0991, -0.1493)
H (-7.3169, 1.2763, -0.2558)
H (-4.2001, 1.9312, -0.2734)
C (-1.4074, 5.6055, -1.5471)
N (-0.1277, 1.8798, 0.0993)
O (2.3606, 0.5061, 0.9687)
C (-0.1892, -0.2288, 4.9495)
C (4.0259, -0.1546, 4.1554)
H (-0.8912, 5.7570, -2.5023)
N (-1.7033, -0.1364, 0.6425)
C (5.6541, 0.2996, 2.4588)
H (-1.0028, -1.8997, -2.2992)
H (-1.6147, -0.2040, 3.2909)
H (1.7963, -0.1250, 5.7009)
C (-0.9593, 4.2980, -0.9689)
H (6.1287, -0.1752, 4.5071)
Mo (0.5174, 0.0076, 0.7872)
H (-6.2926, -0.8234, -0.3486)
C (-3.7089, 1.0392, 0.0842)
H (1.8016, 2.6294, 0.0443)
C (-1.3924, -4.8850, 0.1259)
C (5.3419, -0.0232, 3.7824)

The value obtained for the LUMO energy (spin up / spin down) is -6.7 / -7.0 eV. As for the charge: +2. The largest force on an atom is 0.52 eV Å⁻¹. As for the expectation value of S²: 2.023. The HOMO energy (spin up / spin down) is -13.54 / -13.60 eV. The spin multiplicity is 3.


Density functional theory data (the ωB97M-V functional and the def2-TZVPD basis) for 2 unconnected molecules or ions with the total composition C3H2N2O at a distorted geometry.

Cartesian coordinates (Å):
O (0.2024, -1.6047, -1.7287)
H (-0.3304, 1.4593, -0.5806)
N (1.1941, -0.1201, -0.0872)
C (-1.4089, 0.2089, 1.3890)
H (2.1161, 0.2785, -0.0847)
C (0.3421, -0.7142, -0.9678)
N (-2.0311, 0.0285, 2.3253)
C (-0.0843, 0.4639, -0.2654)

The value obtained for the LUMO energy is -0.8 eV. The largest force on an atom is 5.39 eV Å⁻¹. The HOMO energy is -11.02 eV.


Density functional theory data (the ωB97M-V functional and the def2-TZVPD basis) for a molecular structure, C28H49CdN8O5P at a distorted geometry.

Cartesian coordinates (Å):
H (-3.3639, 0.4616, 5.5601)
H (-1.4215, 2.3381, 3.7636)
C (-0.4086, 2.2175, -5.4958)
C (0.5350, 3.7056, -3.8645)
H (-0.9567, 1.3302, -5.8350)
C (-3.9699, -3.0900, 1.3388)
C (-2.7375, -4.0566, -0.4607)
H (-1.3864, 1.9096, 5.5032)
H (-0.1307, 2.7268, -7.5646)
N (3.4547, 0.9631, 0.5269)
C (-0.0696, 2.4875, -4.1780)
H (1.3785, 1.8954, -0.3740)
H (2.6007, -4.3621, 0.3540)
C (-2.7516, -5.2382, -1.1773)
O (-1.3214, -0.2805, 2.5671)
H (-3.3542, -2.2481, 1.6232)
H (0.6342, -3.0612, 2.1688)
C (-3.2666, 2.1324, 0.9901)
H (4.7767, 3.5737, -0.2457)
H (-4.6915, -2.6661, 0.6051)
H (0.4728, -4.8771, 1.9477)
C (-0.5335, -1.2391, 5.0585)
H (4.5453, 1.1962, -1.1964)
H (-1.4416, -4.1011, -4.1315)
H (-3.2161, 4.0708, 1.7821)
H (-3.2285, -6.0976, -0.6755)
H (0.4044, -1.3703, 4.5531)
C (-0.0371, 3.0882, -6.5377)
H (1.0331, 4.9621, -6.9878)
H (2.5379, 0.4149, 3.0882)
P (-1.5010, -0.0900, 4.0480)
C (3.6605, 1.7161, -0.7511)
O (-0.3300, 1.7930, -1.8465)
H (-3.4279, -1.2474, 5.0573)
H (6.4218, 0.4445, -0.3387)
C (3.8025, 3.2143, -0.6038)
C (5.9834, 0.7010, 0.6675)
C (-3.2054, -0.1964, 4.6892)
C (1.1379, -3.9980, 1.8682)
H (3.6916, 3.5784, -1.6267)
C (1.2627, -2.8363, -0.2826)
O (-2.5681, -1.6496, -0.4389)
H (6.6265, 0.1779, 1.3865)
O (0.2284, -2.1263, 0.0812)
H (-3.1067, 1.5998, 1.9143)
N (-1.2279, 3.4941, 1.3892)
C (2.0396, -0.0380, 2.2347)
Cd (-0.8498, 0.0992, -0.2262)
C (-1.7406, -4.1384, -3.0627)
N (1.1125, 1.3026, 0.4351)
H (-2.3052, -6.2686, -3.0351)
H (1.5360, -1.9951, -2.1603)
H (-0.6830, 3.0317, 0.6433)
H (1.9702, -4.1947, 2.5723)
C (-1.0239, 1.5717, 4.5163)
H (4.5422, -0.0114, 2.0414)
H (-2.9072, 1.7145, -1.0494)
C (0.6425, 4.2819, -6.2304)
H (2.7716, 1.4955, -1.4191)
N (-0.5319, 0.2232, -3.5399)
H (6.0140, 1.7779, 0.8244)
C (4.5998, 0.1621, 0.9606)
N (1.8824, -2.6853, -1.4809)
H (2.4508, -1.0354, 2.1336)
O (-3.2134, -4.1561, 0.8073)
H (1.4702, 5.4443, -4.5561)
H (0.9951, -0.1403, 2.4842)
C (-2.2475, -5.3069, -2.4717)
H (-4.5234, -3.5542, 2.1830)
C (-1.7355, -2.9287, -2.3365)
N (-0.9311, -0.6066, -2.5547)
H (4.4564, -0.8365, 0.4502)
H (-2.8576, 3.9872, 0.0239)
H (-4.3438, 2.3310, 0.9180)
C (2.1837, 0.7763, 0.9937)
C (-1.0392, -1.8650, -2.9310)
H (-0.8641, 4.4516, 1.4503)
H (-0.4666, -2.1089, -3.8103)
H (-3.5813, 0.5061, -0.1864)
C (-0.3223, 1.4642, -3.1063)
H (-3.8950, 0.1397, 3.8524)
H (-1.0736, -2.2013, 5.1464)
N (-2.8985, 1.2908, -0.1371)
C (0.8977, 4.5715, -4.8913)
N (1.6903, -3.8745, 0.5398)
H (-0.2755, -0.8388, 6.0551)
H (2.7819, -3.1534, -1.6802)
H (0.0745, 1.6517, 4.4847)
C (-2.6613, 3.5210, 1.0088)
H (0.6977, 3.9579, -2.8312)
C (-2.3748, -2.7666, -1.0347)
H (3.0025, 3.5900, 0.0527)

The value obtained for the LUMO energy is 0.2 eV. The largest force on an atom is 4.42 eV Å⁻¹. The HOMO energy is -5.72 eV.


Density functional theory data (the ωB97M-V functional and the def2-TZVPD basis) for 2 unconnected molecules or ions with the total composition C4H9NO2 at a distorted geometry.

Cartesian coordinates (Å):
C (2.6980, -0.4262, -1.2745)
H (2.6930, -0.6822, -2.3193)
O (-1.4503, 2.6420, 2.1162)
H (-1.7402, 3.1269, 1.3823)
H (-0.5688, -0.9651, 1.4531)
O (-1.8721, -1.1057, -1.5977)
C (1.5547, -0.3866, -0.5573)
H (-0.7377, 3.1857, 2.4793)
N (0.2937, -0.5822, -1.1248)
C (-1.0166, -0.8718, -0.7369)
H (3.5955, -0.2719, -0.6953)
H (-1.9570, -1.8416, 0.7818)
H (0.3736, -0.6156, -2.1653)
H (-2.0352, -0.0644, 1.0271)
C (-1.4006, -0.9186, 0.7268)
H (1.5700, -0.2227, 0.5045)

The value obtained for the LUMO energy is 0.7 eV. Its structure (SMILES) is C=CNC(C)=O.O. The largest force on an atom is 2.30 eV Å⁻¹. The HOMO energy is -8.81 eV.


Density functional theory data (the ωB97M-V functional and the def2-TZVPD basis) for a molecular structure, C4H10N3 at a distorted geometry.

Cartesian coordinates (Å):
N (1.7987, -0.8079, 0.3427)
N (-0.5359, 0.9063, -0.3339)
H (0.5160, 2.0220, 1.5752)
C (-0.0212, -0.1027, -1.2047)
H (-0.1745, -1.8411, 0.1870)
C (-1.8930, 0.8279, 0.1127)
C (0.5919, 0.9293, 1.1288)
H (-0.7042, -0.6142, -1.8592)
H (1.1006, -2.0746, -1.0893)
H (0.8754, 0.1079, -1.8174)
H (0.1232, 0.1223, 1.7677)
H (-2.3271, -0.1540, 0.3182)
H (2.7836, -1.1173, 0.1419)
H (-2.6131, 1.1326, -0.7240)
N (1.7940, 0.3485, 0.8926)
C (0.7068, -1.3061, -0.4109)
H (-2.0211, 1.6212, 0.9725)

The value obtained for the LUMO energy (spin up / spin down) is -6.1 / -6.1 eV. As for the charge: +1. The largest force on an atom is 3.70 eV Å⁻¹. The HOMO energy (spin up / spin down) is -13.72 / -13.72 eV.


Density functional theory data (the ωB97M-V functional and the def2-TZVPD basis) for C2H3F3O2Si in the gas phase at a distorted geometry.

Cartesian coordinates (Å):
O (0.4150, -0.2339, 0.6294)
O (-0.7865, 0.9520, -0.8781)
H (1.5479, 1.1841, 2.4601)
C (-0.1110, -1.1772, -1.5375)
F (0.6709, -0.8018, -2.5237)
Si (0.2718, 1.0343, 1.6876)
F (0.4210, -2.2664, -0.9543)
F (-1.3436, -1.4271, -1.9756)
C (-0.2124, -0.0498, -0.5427)
H (-0.6828, 0.5661, 2.7126)
H (-0.1904, 2.2196, 0.9221)

The value obtained for the LUMO energy is 0.7 eV. Its structure (SMILES) is O=C(O[SiH3])C(F)(F)F. The largest force on an atom is 2.14 eV Å⁻¹. The HOMO energy is -11.45 eV.


Density functional theory data (the ωB97M-V functional and the def2-TZVPD basis) for a gas-phase ion, C6H10N (charge +1) at a distorted geometry.

Cartesian coordinates (Å):
C (-0.5590, 0.3734, 1.4618)
H (-0.2031, 1.4519, 1.1023)
C (0.9834, 2.1436, -1.1553)
H (-1.1231, -0.1767, -1.8850)
H (1.9884, 2.3795, -0.8546)
C (-0.6374, 0.2129, -1.0038)
H (-1.6143, -2.3090, 0.2963)
C (0.9900, -0.2764, -0.4449)
H (0.4827, 3.0116, -1.7468)
C (-0.5891, -2.0675, 0.4858)
C (-0.2733, -0.5747, 0.3369)
H (1.8427, -0.9985, -0.7078)
H (-1.5768, 0.5306, 1.5483)
H (0.0325, -2.5234, -0.3461)
N (0.5324, 1.0035, -0.9370)
H (-0.1401, 0.2700, 2.4520)
H (-0.1360, -2.4508, 1.3980)

The value obtained for the LUMO energy is -4.4 eV. As for the charge: +1. Its structure (SMILES) is C=[N+]1[C@H]2[C@@H]1C2(C)C. The largest force on an atom is 4.15 eV Å⁻¹. The HOMO energy is -14.08 eV.


Density functional theory data (the ωB97M-V functional and the def2-TZVPD basis) for C3H6N2O in the gas phase.

Cartesian coordinates (Å):
C (0.2343, -0.3373, -0.4202)
H (2.0403, -0.7687, 0.6129)
H (1.0186, -0.5718, -2.1174)
H (2.1353, 0.6804, -0.4042)
C (1.4905, 0.1207, 0.2796)
O (-2.9574, 0.5086, 0.7117)
H (-1.4808, -1.3067, 0.1047)
N (0.1271, -0.6800, -1.6342)
H (1.2879, 0.7248, 1.1684)
C (-1.7562, 0.5881, 0.6113)
N (-0.9329, -0.5022, 0.3916)
H (-1.2068, 1.5440, 0.6959)

The value obtained for the LUMO energy is 0.8 eV. Its structure (SMILES) is [H]/N=C(\C)NC=O. The largest force on an atom is 0.48 eV Å⁻¹. The HOMO energy is -10.14 eV.